[1]
{
  "formula": "CH8NO",
  "method": "ωB97M-V with the def2-TZVPD basis set",
  "total_charge": 1,
  "lumo_ha": -0.1459,
  "spin_multiplicity": 1,
  "energy_ha": -172.59343,
  "gap_ev": 11.2785,
  "relative_energy_kcal_mol": 35.47,
  "symbols": ["N", "H", "H", "H", "H", "C", "O", "H", "H", "H", "H"],
  "coordinates": [[-1.0273, 0.9846, -1.3274], [-1.8533, 0.6679, -1.7940], [-0.2715, 0.2491, -1.0652], [-1.4644, 1.4719, -0.5090], [-0.7494, 1.7184, -1.9914], [0.6456, -0.9806, 1.4636], [0.9644, -0.2288, 0.0983], [-0.4141, -1.0204, 1.2080], [1.1532, -0.4362, 2.3047], [1.0653, -2.0918, 1.5574], [1.9515, -0.3340, 0.0551]],
  "forces_ev_per_angstrom": [[-0.5137, 1.0648, 0.5037], [-0.6046, -1.4299, -0.4834], [-0.5995, 0.9962, 0.0793], [1.1502, -0.4964, -0.3198], [0.8618, -0.1439, 0.4648], [1.3175, -0.9750, -1.9454], [1.9501, -1.7526, 2.2406], [-0.0787, -0.0285, 1.7734], [-1.3914, -0.0525, -0.8356], [-0.7850, 2.3788, -0.9327], [-1.3067, 0.4389, -0.5448]],
  "lowdin_charge": [0.28, 0.13, 0.13, 0.17, 0.16, -0.02, -0.23, 0.06, 0.09, 0.12, 0.10]
}

=====

[2]
{
  "formula": "C22H17FeN4O4S",
  "method": "ωB97M-V with the def2-TZVPD basis set",
  "s2": 8.76,
  "lumo_ha": [-0.0478, -0.0728],
  "spin_multiplicity": 6,
  "energy_ha": -3030.53106,
  "gap_ev": [6.1813, 5.4986],
  "relative_energy_kcal_mol": 0.00,
  "symbols": ["Fe", "O", "C", "O", "C", "C", "C", "N", "C", "C", "C", "O", "O", "H", "H", "H", "C", "C", "C", "C", "C", "C", "C", "C", "C", "S", "C", "N", "H", "H", "H", "H", "H", "H", "H", "H", "N", "C", "C", "C", "N", "C", "C", "H", "H", "H", "H", "H", "H"],
  "coordinates": [[-0.1899, 1.0259, -0.6317], [0.8436, 5.3501, 4.6981], [1.6864, 4.4896, 4.4126], [2.7122, 4.0961, 4.9882], [1.2772, 3.5974, 3.2033], [2.0803, 2.5375, 2.8051], [1.6882, 1.7424, 1.7486], [0.5475, 1.9592, 1.0878], [-0.2205, 3.0076, 1.4447], [0.1022, 3.8357, 2.4928], [-1.4460, 3.2093, 0.5868], [-2.3331, 3.9625, 0.8708], [-1.4372, 2.4463, -0.5069], [3.0004, 2.3676, 3.3494], [2.2842, 0.8990, 1.4164], [-0.5306, 4.6653, 2.7790], [-1.2393, -0.6434, 1.9647], [-0.0707, -1.3280, 1.3282], [0.4334, -2.5387, 1.8449], [1.5186, -3.1181, 1.2564], [2.1390, -2.5109, 0.1423], [3.2727, -3.0604, -0.4956], [3.8230, -2.4081, -1.5602], [3.2776, -1.1989, -2.0259], [2.1747, -0.6229, -1.4385], [1.5724, 0.9191, -2.0579], [1.5886, -1.2995, -0.3277], [0.4921, -0.7551, 0.2819], [-1.7967, -1.3293, 2.5991], [-1.9240, -0.2328, 1.2179], [-0.8895, 0.1855, 2.5842], [-0.0477, -2.9858, 2.7032], [1.9205, -4.0490, 1.6378], [3.6910, -3.9878, -0.1268], [4.6944, -2.8146, -2.0559], [3.7415, -0.6978, -2.8654], [-4.1871, -2.0981, -4.3736], [-3.3775, -1.4648, -3.4920], [-2.7408, -2.1574, -2.4526], [-1.9058, -1.4763, -1.6026], [-1.6605, -0.1626, -1.6950], [-2.2781, 0.5037, -2.6856], [-3.1206, -0.0903, -3.5901], [-4.4587, -3.0518, -4.2196], [-4.7282, -1.5697, -5.0334], [-2.8950, -3.2189, -2.3137], [-1.4036, -2.0079, -0.8047], [-2.0968, 1.5698, -2.7275], [-3.5835, 0.5097, -4.3614]],
  "forces_ev_per_angstrom": [[0.0244, -0.0399, 0.1204], [0.1413, 0.3160, -0.1922], [-0.5850, -0.6983, 0.5707], [0.2991, 0.2056, -0.1708], [0.1077, 0.2413, -0.2499], [0.0527, -0.0741, -0.0024], [0.0443, -0.1628, 0.1201], [-0.1333, 0.3595, -0.1407], [-0.0693, 0.0365, 0.0019], [-0.0032, 0.0268, 0.1344], [0.0821, -0.2021, -0.1249], [-0.0441, 0.1589, 0.0356], [0.1484, -0.2272, -0.0485], [-0.0107, -0.0159, -0.0208], [0.0024, 0.0334, -0.0138], [-0.0025, -0.0153, -0.0260], [-0.0659, 0.0251, 0.0173], [0.0680, 0.0349, 0.0378], [0.0314, -0.0198, 0.0054], [-0.0204, -0.0012, 0.0120], [0.0082, 0.0518, -0.0272], [-0.0164, 0.0010, 0.0018], [0.0493, -0.0624, -0.0029], [-0.0399, 0.0819, -0.0194], [0.0648, -0.0975, 0.0018], [-0.1188, -0.0235, 0.1094], [0.0163, -0.0228, -0.0220], [-0.0543, -0.0526, -0.1545], [-0.0013, 0.0003, -0.0029], [0.0306, 0.0088, -0.0059], [0.0003, -0.0039, 0.0057], [0.0010, -0.0010, 0.0032], [0.0060, 0.0010, 0.0033], [-0.0031, -0.0002, 0.0070], [-0.0015, 0.0006, 0.0013], [-0.0066, 0.0103, -0.0036], [-0.0227, -0.0085, -0.0095], [0.0017, 0.0056, -0.0125], [0.0185, -0.0039, 0.0365], [0.0457, -0.0145, -0.0158], [0.0139, 0.0565, 0.0069], [-0.0998, 0.0587, 0.0382], [0.0130, 0.0168, 0.0324], [0.0096, -0.0011, 0.0101], [0.0081, 0.0115, 0.0006], [-0.0076, -0.0035, -0.0113], [0.0051, 0.0035, -0.0258], [0.0184, 0.0106, -0.0012], [-0.0059, -0.0050, -0.0093]],
  "lowdin_charge": [0.78, -0.02, -0.69, -0.03, -0.06, 0.02, -0.10, -0.01, -0.17, 0.08, -0.53, 0.13, -0.17, 0.12, 0.11, 0.14, 0.00, -0.31, 0.01, 0.02, -0.15, -0.03, -0.06, -0.10, -0.57, 0.70, -0.22, 0.02, 0.09, 0.08, 0.10, 0.12, 0.13, 0.12, 0.11, 0.11, 0.14, -0.31, 0.00, -0.11, -0.03, -0.11, 0.01, 0.11, 0.11, 0.12, 0.11, 0.11, 0.12]
}

=====

[3]
{
  "formula": "C3H11NO",
  "method": "ωB97M-V with the def2-TZVPD basis set",
  "total_charge": 1,
  "s2": 0.75,
  "lumo_ha": [-0.1356, -0.3377],
  "spin_multiplicity": 2,
  "energy_ha": -250.53148,
  "gap_ev": [11.3831, 5.8822],
  "relative_energy_kcal_mol": 35.86,
  "symbols": ["C", "C", "C", "N", "H", "H", "H", "H", "H", "H", "H", "H", "H", "H", "H", "O"],
  "coordinates": [[-1.3253, -0.5311, 0.0836], [0.2202, -0.3908, 0.1578], [0.7726, -1.5791, 0.9533], [0.8230, -0.3970, -1.1723], [-1.8071, 0.1905, 0.7535], [-1.7056, -0.1780, -0.8791], [-1.7087, -1.4899, 0.4097], [0.5592, 0.5507, 0.6049], [1.8529, -1.4922, 1.0966], [0.5930, -1.4215, 2.0222], [0.4212, -2.5192, 0.5445], [0.3655, 0.2724, -1.8078], [0.7623, -1.3403, -1.5779], [-0.1071, 3.1910, -1.1238], [0.5571, 3.5398, 0.1995], [-0.2732, 3.5945, -0.2646]],
  "forces_ev_per_angstrom": [[-0.9419, 1.5879, -0.5045], [2.0755, -0.6049, 1.1869], [0.9442, 1.3074, 0.9588], [-3.6476, -0.8784, 0.0296], [0.6192, 0.1160, 0.1981], [-0.1694, -0.5929, -0.1031], [0.3886, -0.4227, -0.5390], [-0.5700, 0.0929, 0.0216], [0.2616, -0.4179, -1.0712], [-1.2066, -0.4051, -0.2084], [0.1448, -0.2289, 0.2983], [1.0221, 0.3416, -0.0444], [1.0274, 0.0942, -0.1960], [-0.0086, 0.3308, -0.0243], [0.4988, 0.1976, 0.2840], [-0.4381, -0.5177, -0.2864]],
  "lowdin_charge": [0.01, -0.39, -0.05, 0.34, 0.11, 0.09, 0.10, 0.15, 0.09, 0.11, 0.10, 0.16, 0.17, 0.02, 0.03, -0.04]
}

=====

[4]
{
  "formula": "C20H60BF4O20",
  "method": "ωB97M-V with the def2-TZVPD basis set",
  "total_charge": -1,
  "lumo_ha": 0.0791,
  "spin_multiplicity": 1,
  "energy_ha": -2727.13646,
  "gap_ev": 9.7092,
  "relative_energy_kcal_mol": 91.06,
  "symbols": ["B", "F", "F", "F", "F", "C", "C", "O", "O", "H", "H", "H", "H", "H", "H", "C", "C", "O", "O", "H", "H", "H", "H", "H", "H", "C", "C", "O", "O", "H", "H", "H", "H", "H", "H", "C", "C", "O", "O", "H", "H", "H", "H", "H", "H", "C", "C", "O", "O", "H", "H", "H", "H", "H", "H", "C", "C", "O", "O", "H", "H", "H", "H", "H", "H", "C", "C", "O", "O", "H", "H", "H", "H", "H", "H", "C", "C", "O", "O", "H", "H", "H", "H", "H", "H", "C", "C", "O", "O", "H", "H", "H", "H", "H", "H", "C", "C", "O", "O", "H", "H", "H", "H", "H", "H"],
  "coordinates": [[0.1432, 0.0114, -0.4058], [0.6764, 0.5453, -1.5475], [-0.3141, -1.2199, -0.7493], [1.1738, 0.0356, 0.5631], [-0.9196, 0.7659, -0.0478], [5.5100, -3.6584, -0.8477], [5.3158, -2.1076, -0.6480], [4.9597, -1.8015, 0.6771], [4.2728, -4.2352, -0.5853], [6.3308, -4.0676, -0.2587], [5.7260, -3.9364, -1.8793], [4.5508, -1.6044, -1.2392], [6.2319, -1.5817, -0.9169], [4.0356, -1.5560, 0.7636], [4.0693, -4.1230, 0.3462], [-3.7351, 0.6271, 4.0208], [-4.0814, 1.4815, 5.1974], [-3.8161, 2.8332, 4.8433], [-4.5542, 0.8530, 2.8917], [-3.9449, -0.4188, 4.2449], [-2.7198, 0.7568, 3.6461], [-3.4600, 1.2792, 6.0697], [-5.1122, 1.2636, 5.4769], [-3.2794, 3.1304, 5.5816], [-4.4133, 0.0260, 2.4249], [-1.6494, 5.5591, 1.8338], [-2.3581, 6.8879, 1.7147], [-3.3936, 6.9561, 2.6579], [-2.4950, 4.5583, 1.2315], [-1.5988, 5.2175, 2.8677], [-0.6368, 5.5771, 1.4310], [-2.6242, 7.1065, 0.6805], [-1.6060, 7.6340, 1.9710], [-3.3132, 7.7748, 3.1527], [-1.9483, 3.7692, 1.2387], [-4.3960, 5.0467, -2.6919], [-4.9866, 3.5834, -2.9643], [-5.2320, 2.8019, -1.8149], [-5.1916, 5.8778, -1.7662], [-4.2008, 5.5986, -3.6113], [-3.4129, 4.8894, -2.2481], [-4.2815, 3.0157, -3.5715], [-5.8452, 3.6416, -3.6333], [-4.7274, 2.0106, -2.0167], [-5.4293, 6.5925, -2.3614], [1.9276, 2.2862, 4.6089], [3.4529, 2.2804, 4.8867], [3.6935, 1.8548, 6.2556], [1.0731, 2.6670, 5.6782], [1.6333, 1.2663, 4.3611], [1.7469, 2.9908, 3.7971], [3.8246, 3.3043, 4.8477], [4.0780, 1.6084, 4.2986], [4.6527, 1.8223, 6.2327], [1.1198, 3.6166, 5.8108], [3.8003, 3.5251, -1.1422], [4.4407, 3.8466, -2.5174], [3.9459, 5.1117, -2.9796], [4.5688, 4.1489, -0.1252], [3.7578, 2.4359, -1.1536], [2.7922, 3.9302, -1.0539], [4.2262, 3.0888, -3.2709], [5.4896, 4.0159, -2.2739], [4.1100, 5.7640, -2.2947], [4.7876, 5.0099, -0.4890], [1.2289, -1.6861, -5.8924], [2.6188, -1.3013, -5.3305], [3.3607, -0.5889, -6.2518], [0.5055, -2.4631, -5.0381], [1.3496, -2.2752, -6.8015], [0.6635, -0.7729, -6.0781], [3.1177, -2.1390, -4.8433], [2.4112, -0.5926, -4.5288], [3.6038, -1.1686, -6.9774], [0.3244, -1.9439, -4.2512], [1.6162, -6.9722, -3.7418], [0.4042, -6.7279, -2.7973], [0.3757, -7.5962, -1.7245], [2.8870, -7.0491, -3.1195], [1.6582, -6.1512, -4.4575], [1.4130, -7.8753, -4.3174], [-0.5864, -6.9070, -3.2152], [0.4041, -5.6915, -2.4597], [1.2939, -7.7269, -1.4769], [2.8669, -6.2609, -2.5719], [0.4550, -4.7754, 2.7958], [-0.3108, -3.5186, 3.3546], [-0.7480, -3.7221, 4.6440], [1.7555, -5.0408, 3.4124], [0.5607, -4.6418, 1.7192], [-0.1419, -5.6808, 2.9047], [-1.2234, -3.3344, 2.7878], [0.2598, -2.5904, 3.3863], [-0.5424, -3.0166, 5.2617], [1.6247, -5.6400, 4.1509], [-5.3357, -2.6940, -0.8159], [-4.2360, -2.6343, -1.9117], [-3.7892, -1.3045, -2.1169], [-4.7177, -2.8240, 0.5070], [-5.8489, -3.6371, -1.0037], [-5.9847, -1.8206, -0.8803], [-4.6733, -3.0223, -2.8316], [-3.3443, -3.2317, -1.7217], [-2.9515, -1.1878, -1.6628], [-4.7656, -3.7638, 0.6966]],
  "forces_ev_per_angstrom": [[1.0266, 0.6690, -0.1409], [1.1700, 1.0039, -1.9081], [-0.4651, -2.5578, 0.1533], [-0.0955, -0.5166, 0.5293], [-1.6025, 1.2864, 1.2501], [-0.6975, 1.8335, -0.5598], [0.4324, -0.0899, -0.4734], [0.5913, -0.3732, 1.0993], [-0.7189, -1.2366, 0.2741], [-0.0047, 0.1912, 0.4540], [0.1279, 0.4285, -0.1793], [-0.1135, -0.8880, -0.8094], [0.3627, 0.0135, 0.2884], [-0.1009, 0.0195, -0.3225], [-0.0607, 0.0993, 0.1774], [0.1667, -1.0077, -0.4417], [0.4319, 0.1155, -0.4661], [-0.3084, 0.2148, 0.6228], [-0.6439, 0.2843, -0.0965], [0.6192, -0.2798, 0.7784], [0.4275, 0.0303, 0.7115], [0.0649, -0.7143, -0.0568], [-0.3196, 0.4777, -0.0405], [-0.0034, 0.6029, -0.3073], [-0.3980, 0.2228, -0.7435], [-1.3712, -1.1064, -0.0159], [1.6943, 0.1327, 0.5719], [-0.8406, 0.1531, 0.0671], [0.9171, 0.5422, -0.3806], [0.3302, 0.7243, 0.4479], [0.0200, 0.0859, -0.4099], [-0.5894, -0.2965, -0.0238], [0.2243, 0.2991, 0.0099], [-0.0664, -0.0634, -0.1182], [-0.3230, -0.5204, -0.1991], [-0.3053, -1.4652, 1.2388], [0.4737, 1.4360, -0.5689], [0.0442, 0.3571, -0.3320], [0.7614, -0.8846, -1.6667], [-0.3496, -0.2086, -0.2861], [-0.0405, 0.0461, 0.3305], [0.5689, 0.4716, -0.2122], [-0.6169, 0.2340, 0.3406], [-0.1122, -0.3215, 0.7343], [-0.4210, 0.2914, 0.4492], [0.4698, -0.3053, -0.1846], [-0.6037, 0.4085, 1.7868], [0.0354, 0.0589, -0.5465], [0.4146, -0.1427, 0.3203], [-0.1688, 0.1973, -0.2550], [0.0581, -0.4399, -0.4975], [0.1255, 0.1767, -0.4903], [-0.6245, 0.2110, -0.8657], [0.1319, -0.2345, 0.7156], [0.1217, 0.0499, -0.0193], [0.0290, -0.0301, -1.5792], [-0.9554, 1.2342, 1.3665], [-0.0851, -0.0627, -0.6883], [0.2754, -0.5483, 0.3553], [0.1932, -0.0193, 1.2389], [-0.2276, -0.3109, -0.4670], [0.1910, 0.2398, 0.0110], [0.4237, -0.7942, -0.4981], [-0.0411, 0.0958, -0.0528], [0.1421, 0.1602, 0.3392], [1.2435, 0.6536, -0.5899], [-1.7664, 0.2701, 0.9653], [0.9562, 0.3676, -0.8629], [-0.8407, -1.3176, 1.3733], [0.0135, 0.1737, -0.3077], [0.2445, 0.2725, -0.5691], [0.1916, -0.3545, -0.3615], [0.0866, 0.0431, 0.2448], [0.0433, -0.0388, -0.0996], [-0.1801, -0.0481, 0.3445], [-1.3673, 0.1522, -0.9440], [0.1201, 0.4667, -0.5977], [0.6198, -0.9627, 1.1741], [-0.8891, -0.1827, 0.5921], [-0.2828, 0.1380, -0.1896], [0.4025, -0.2310, 0.1713], [0.2841, 0.3202, -1.0477], [0.1799, 0.3362, 0.1141], [0.1880, -0.2421, 0.4064], [0.7847, 0.3056, 0.3849], [0.0668, 0.6724, 0.7453], [0.6547, -0.1347, -0.7040], [-0.7105, -1.2183, 2.4265], [-0.8781, 0.6147, -0.7444], [0.4900, 0.1461, 0.0442], [-0.3721, 0.1463, 0.2054], [0.2382, -0.1198, -0.7961], [0.5157, -0.1993, -0.8615], [0.1938, 0.0283, -0.4070], [-0.1847, 0.1152, 0.0171], [2.1095, -1.2316, 0.0877], [-0.3338, 0.8154, 0.3388], [-0.2456, 0.0994, -0.3220], [-0.7748, 0.4363, -0.7485], [-0.6410, 0.1756, -0.0328], [0.0920, -0.1060, 0.1743], [-0.0900, 0.2214, -0.2888], [-0.3285, -0.4766, 0.5127], [0.2062, 0.1288, 0.1724], [0.1686, 0.0844, 0.2203]],
  "lowdin_charge": [-1.43, 0.11, 0.13, 0.07, 0.15, -0.24, -0.23, -0.07, -0.07, 0.11, 0.11, 0.12, 0.10, 0.09, 0.08, -0.27, -0.25, -0.05, -0.06, 0.12, 0.12, 0.12, 0.12, 0.07, 0.08, -0.24, -0.27, -0.05, -0.06, 0.11, 0.11, 0.12, 0.11, 0.08, 0.08, -0.18, -0.25, -0.05, -0.08, 0.10, 0.10, 0.11, 0.10, 0.08, 0.06, -0.23, -0.21, -0.10, -0.07, 0.12, 0.11, 0.10, 0.12, 0.07, 0.08, -0.23, -0.21, -0.09, -0.07, 0.12, 0.12, 0.12, 0.11, 0.06, 0.06, -0.29, -0.27, -0.05, -0.05, 0.12, 0.12, 0.12, 0.12, 0.08, 0.10, -0.24, -0.27, -0.06, -0.06, 0.11, 0.11, 0.12, 0.11, 0.08, 0.08, -0.19, -0.25, -0.08, -0.09, 0.11, 0.11, 0.11, 0.12, 0.09, 0.07, -0.19, -0.24, -0.07, -0.09, 0.10, 0.12, 0.10, 0.12, 0.08, 0.07]
}